(1)
Computed, not measured: a structure of composition C24H22F4N7Ru, with the ωB97M-V functional and the def2-TZVPD basis.

The geometry in XYZ format:
```
58
C24H22F4N7Ru the ωB97M-V functional and the def2-TZVPD basis
H -0.4502 3.5869 1.5207
C 2.7180 4.2024 -3.9015
N 0.9437 0.4473 -1.3728
H -2.9173 -0.7608 4.7727
C 2.2807 -1.7894 3.1917
C -2.3653 1.2918 4.4338
H -1.1192 0.0262 -2.8809
C -1.7693 2.1662 3.5304
F 3.0831 -0.8441 3.6644
H -3.2525 -1.1256 0.5404
C -2.4618 -0.0455 4.1030
H 1.4651 4.4440 -2.1771
H -0.8874 -2.0681 -2.1073
H -3.3220 0.5676 0.0148
H -2.1215 1.2236 -2.0355
H -2.7401 1.6561 5.3804
H -2.8778 -0.1659 -2.8455
C 1.6085 -0.3203 -2.2006
C 2.4908 1.4910 -3.4619
N -1.3898 0.3511 2.0076
H -4.0264 -0.7134 -0.9963
C -0.6238 2.5303 1.3475
H 2.9346 -3.3141 4.5597
N -1.9069 -0.6102 -1.0160
C -1.2951 1.6703 2.3340
C -2.0089 0.1677 -2.2746
C 1.0468 1.8494 -1.5091
C 3.3623 3.2929 -4.7465
F 1.4494 -0.2079 1.6329
Ru -0.3202 -0.0736 0.2292
N 0.4725 2.6586 -0.6775
H 2.8421 -0.5464 -3.7778
F -0.2644 -4.6422 1.7025
C 1.9645 3.7534 -2.8413
H 1.5664 -1.3929 -2.0567
H -2.0681 -3.0332 0.5408
H 3.9526 3.6562 -5.5766
C -1.9602 -0.4751 2.8824
C 3.2558 1.9346 -4.5341
H 2.8153 5.2634 -4.0830
C 1.8399 2.3779 -2.6088
F 1.3674 -5.2194 3.7126
C 1.4401 -1.4922 2.1470
N 2.3522 0.1210 -3.1990
H -2.0111 -1.5184 2.5988
N -0.2338 -1.9885 0.5280
C 0.5587 -3.6947 2.1572
H -2.5756 -2.4740 -1.8017
H 3.7574 1.2281 -5.1830
N -0.2258 1.9501 0.2812
H -0.8319 -3.7981 -0.4292
C -3.2094 -0.4612 -0.3172
C 1.4095 -3.9956 3.2114
C 0.5557 -2.4221 1.5789
C -1.6752 -2.0467 -1.3530
H -1.6692 3.2191 3.7550
C 2.2770 -3.0603 3.7398
C -1.2299 -2.8274 -0.1340
```

Results
spin multiplicity	2
charge	+2
HOMO-LUMO gap (alpha / beta)	7.134 / 6.934	eV
highest occupied orbital energy (alpha / beta)	-13.82 / -14.17	eV
expectation value of S²	0.77
E	-49113.95808	eV
M	585.55	g/mol

Here are the natural (NBO) charges for atoms 1 to 2, given in e: 0.241 -0.184

---

(2)
Computed, not measured: a structure of composition C13H42BHgO6 at a distorted geometry, with the ωB97M-V functional and the def2-TZVPD basis.

The geometry in XYZ format:
```
63
C13H42BHgO6 the ωB97M-V functional and the def2-TZVPD basis
H -0.0957 4.5610 3.2182
C 0.3843 -7.1235 -3.2716
H 1.3872 6.2784 -3.4949
H 1.7527 1.7895 4.4216
H 4.6271 5.3742 -3.2809
C 1.6975 3.4337 3.4627
C 4.1069 4.4228 -3.3916
H -0.3553 -2.9518 4.4580
C 2.7346 4.7214 -4.0496
H -0.8660 -4.5406 -3.9094
H -0.7299 -3.4331 1.6887
H -3.6081 4.2135 4.3014
H 3.5310 4.1315 2.4958
H 1.6027 -3.8445 2.8439
H -5.0921 1.8752 -0.8969
C 0.7677 -4.5443 2.8784
C 2.9872 3.2122 2.7134
H 0.5451 -6.7080 -2.2769
B -4.0228 3.7836 3.4029
C -0.1588 0.2326 -0.9370
H -4.6613 2.9453 3.6347
H 2.0349 2.8375 -3.8335
C -1.1094 -6.7461 -3.6123
H 0.8210 -0.0382 -0.5437
H -1.9377 -5.5806 2.4319
H 1.0802 -6.6137 -3.9380
H 0.8188 -5.0679 3.8330
C -1.4051 -5.2547 -3.2868
O -1.0781 0.7951 -0.0436
H 1.8342 3.8707 4.4518
H -1.2220 -4.9884 -2.2458
H 2.7164 2.6789 1.8021
H -4.5220 4.6012 2.9063
H 0.6147 3.7978 1.6994
H 2.8539 5.3791 -4.9106
H -4.4113 3.3792 -1.2654
H 0.6150 -8.1848 -3.1801
H -3.2250 3.4731 2.7461
O -0.6034 -2.6847 3.5700
H 4.1114 3.9404 -2.4142
C 1.6852 5.3129 -3.0863
O 2.3438 3.4222 -4.5294
H 2.0787 5.6403 -2.1240
C 0.7906 4.3602 2.6164
C -0.6086 -3.8138 2.7029
H -0.0465 1.0321 -1.6694
H -2.7072 -4.1423 3.1712
H -1.5566 -5.2678 3.9544
O 1.1816 2.1692 3.7499
H -0.9973 -7.9279 -5.0635
H 3.6169 2.5643 3.3232
H 0.8904 -5.3449 2.1490
H -1.7633 -7.3230 -2.9583
H -0.6428 -0.6182 -1.4165
H 4.6167 3.8756 -4.1845
H -2.4448 -5.0324 -3.5272
H 0.8086 4.6678 -3.0256
C -1.7774 -4.6984 3.0516
Hg -1.9838 0.7950 3.3139
H -3.4879 2.2077 -0.8541
O -4.3608 2.4235 -1.1903
O -1.3751 -7.0542 -4.9385
H 1.2187 5.3287 2.3577
```

Results
charge	+1
HOMO-LUMO gap	3.538	eV
highest occupied orbital energy	-11.63	eV
E	-31278.28072	eV
M	505.87	g/mol
relative energy (zero: lowest compared OMol25 entry of this formula, charge and spin)	858.7	kJ/mol

Here are the natural (NBO) charges for atoms 1 to 2, given in e: 0.225 -0.647

---

(3)
Computed, not measured: a cluster of 11 separate species, C48H56O26 in total at a distorted geometry, with the ωB97M-V functional and the def2-TZVPD basis.

The geometry in XYZ format:
```
130
C48H56O26 the ωB97M-V functional and the def2-TZVPD basis
H 4.8007 -1.3745 3.7468
H 3.2217 1.1625 4.7068
C 0.1287 -5.9955 4.0968
C -2.3593 -0.0305 1.7878
H 5.5207 1.2005 -4.9092
C -2.5653 0.8875 0.7738
O 3.0977 9.1355 2.0638
C 0.1107 -7.0805 5.1468
C 0.5187 5.8665 1.3048
H -3.6243 -6.0675 3.7668
O -2.1303 -7.8825 -0.3522
O 0.8247 2.2525 0.2278
C 2.3297 8.1875 1.8308
H -3.7513 -2.8615 -2.0272
O 2.5357 0.5135 -5.0352
C 2.7997 -0.8975 4.2248
H 3.0367 1.5545 -0.5302
C -3.3953 5.7945 -0.3962
H 5.7727 -1.7535 -1.9822
H 1.7067 0.1355 -4.7042
C 1.1927 -3.5915 -2.6042
C -0.1283 1.5985 0.7038
H -2.7123 4.2205 1.7508
H -2.2933 5.6375 -0.7462
C -5.5993 -2.7535 -1.1472
C -0.0423 7.0795 1.9578
C 5.6557 1.6685 -2.9022
C 3.7627 -2.2885 -1.8622
C 3.2797 0.9195 -3.9932
H 0.5507 -3.0705 -0.6552
H 0.1747 -8.0125 4.7418
H 3.5437 -2.4215 2.9348
C -1.6723 -0.1725 -3.0572
C -0.9043 -0.5425 -4.2852
C 2.7037 0.8935 -2.7172
O 5.5957 2.2355 -0.6172
C 2.8607 6.9845 1.3718
O -0.7423 -1.4475 3.0018
H 4.3027 -2.7285 -3.9962
C -2.9953 -7.0275 1.8848
O 0.6487 9.3905 2.9278
O 0.3097 4.0775 -1.9292
H 0.8627 -6.8305 5.9388
C 3.7697 -1.5055 3.2168
C -2.0533 -4.2165 1.1068
H -0.9143 4.8515 -4.8772
C -2.2903 -6.7325 0.6198
H -6.1683 -3.0595 0.7088
H -2.5523 -2.6535 2.9368
C -1.5213 1.7615 0.2358
C -3.1193 -5.9205 2.7398
O 1.6077 0.4685 -2.4382
C -0.8983 -0.3615 2.1498
O -2.9163 -3.4305 3.2608
O -6.6573 -2.2315 -1.3572
H 1.7807 5.4635 -4.1412
H 1.8497 4.0145 -4.7992
C -3.3683 6.1605 1.0688
H -0.2453 9.5705 3.0268
H -4.4913 -2.2805 0.7298
O -1.7943 2.8175 -0.6472
H -3.9933 4.9175 -0.5692
H -0.1083 -4.0215 3.7238
H -4.9263 -4.0795 -2.4962
C 3.1237 0.2525 5.1408
H -3.9153 6.6615 -0.9722
H -0.8263 -6.8905 5.5718
O -3.4403 7.3115 1.4878
H 1.2157 0.2055 1.6398
O 2.8127 -1.9655 0.3438
H -0.8553 -4.4945 5.4628
H 5.0437 2.4755 0.1088
H -2.7603 -0.4185 -3.1212
C -0.7753 4.1825 -4.0842
H -0.8393 -5.3985 -0.1462
O -3.1273 -8.1805 2.2248
C 1.4417 -2.9715 -1.2262
C 4.9347 1.7005 -1.5912
C -2.6933 -4.4675 2.4158
C -4.6553 -3.0715 -2.2262
H 3.7507 6.6235 1.1118
O 6.8497 1.7735 -3.0472
H 0.7267 -4.2375 5.3608
C 1.9227 5.8115 1.0078
C 0.1527 0.5105 1.5248
H -1.4763 0.6245 -2.5672
H 3.7897 -0.7655 2.3998
C -5.2283 -2.9795 0.2248
H -0.6873 3.2505 -4.6822
O 0.2807 -6.2055 2.8168
O 2.2807 4.6095 0.4938
H 0.5097 -4.7285 -3.7102
H 0.2667 -1.3325 3.1408
H -4.3543 4.7205 2.1708
C 2.6957 -2.4055 -0.8022
C -0.0013 -4.5915 4.6418
H -2.6583 -8.6415 0.0058
C 4.7777 1.2915 -4.0822
C -3.3543 5.0985 2.0158
C -1.4333 -1.8165 -5.0182
C 0.9507 8.3175 2.1388
C 3.4457 1.2935 -1.5182
O -0.1493 0.1415 -4.9302
H -1.0193 3.1395 -0.9302
H -1.7523 4.0805 -3.5582
H -0.5553 -2.3315 -5.7302
C 1.7377 4.3615 -3.8142
H 1.6077 4.0195 0.6368
O 2.2037 -4.0795 -4.7072
C 0.4097 4.1975 -3.0662
H 2.5807 3.9685 -3.2922
H 3.9597 0.0765 5.6578
H -2.2383 -1.4745 -5.4452
H -4.9403 -4.0765 0.4728
H -3.1533 5.4475 2.9348
H -4.9343 -2.3335 -3.0652
H -1.6683 -2.7745 -4.3772
H -1.0563 7.3185 2.2298
C -1.7243 -5.3725 0.3648
O 4.8737 -1.5665 -1.4172
H -1.2113 -0.9445 -2.2852
O 1.6487 -1.3505 4.3408
H -3.4003 1.3055 0.5568
O -0.3023 4.9245 1.0178
O -1.7993 -3.1055 0.6638
O 0.1347 -4.2335 -2.9712
C 3.5537 -2.8695 -3.2192
H 2.3177 0.3905 5.7998
O -3.2493 -0.5785 2.4718
C 2.3147 -3.5305 -3.6402
```

Results
HOMO-LUMO gap	6.429	eV
highest occupied orbital energy	-8.75	eV
E	-103897.39281	eV
SMILES string	O=C1C=C(O)C(=O)C=C1O.O=C1C=C(O)C(=O)C=C1O.O=C1C=C(O)C(=O)C=C1O.O=C1C=C(O)C(=O)C=C1O.O=C1C=C(O)C(=O)C=C1O.CC(C)=O.CC(C)=O.CC(C)=O.CC(C)=O.CC(C)=O.CC(C)=O
M	1048.95	g/mol
relative energy (zero: lowest compared OMol25 entry of this formula, charge and spin)	0.0	kJ/mol

Here are the Mulliken charges for atoms 1 to 2, given in e: 0.369 0.406

---

(4)
Computed, not measured: a structure of composition C23H41BrP2Pt at a distorted geometry, with the ωB97M-V functional and the def2-TZVPD basis.

The geometry in XYZ format:
```
68
C23H41BrP2Pt the ωB97M-V functional and the def2-TZVPD basis
H 2.2373 2.0425 -3.7864
H -1.2943 -2.3872 0.8630
H 2.5194 -0.3908 5.0737
H -2.3251 1.0685 2.0446
H -2.6551 0.7990 4.2585
H 0.7381 -3.3425 1.4739
H -3.8519 1.3064 -0.2917
C 0.3811 -2.0736 3.1283
H -0.1561 3.5900 -0.6858
H -2.8696 -0.7708 -1.6887
C -1.0919 2.1941 0.7693
C 1.2385 -3.0017 2.3813
H -1.2027 3.6361 -3.3997
C -0.9955 -1.8050 2.8769
C -2.2938 0.0307 -1.2126
C 2.0908 -1.3979 4.9612
H 1.5562 0.9820 -5.1118
H 0.5920 3.8387 -3.5001
H -3.4139 -0.7406 4.7082
C 0.6969 1.5323 -0.5755
Pt 3.3838 0.0706 -1.5756
H 4.8344 0.2174 -3.4439
H 0.4186 -1.7775 -3.3771
C -0.3182 -0.5790 4.7066
H 1.4131 1.6838 0.2570
H -1.1814 2.3689 -1.3484
H 1.1284 -0.5206 -0.6548
H -3.2687 -0.2873 3.0140
H -3.4686 -0.1410 0.5567
C -1.8031 -2.4479 1.8353
H 0.6276 1.0748 5.6222
H 1.4813 -3.8835 3.0125
P -0.0765 1.4810 -3.3581
H 3.9556 -0.0863 -4.9131
C -2.9911 0.6623 -0.0191
H -1.1440 1.0960 5.6774
H -0.2140 0.0359 6.7618
C 0.1891 0.1044 -0.6019
H -2.7762 -1.9546 1.7072
P 2.3364 -0.3000 -3.2763
H -1.1177 -0.2761 -4.7747
C -0.9699 -0.5184 -0.9148
H 1.2687 -1.4667 -5.0030
H -0.3511 3.3151 -4.9276
C -0.2671 0.4570 5.7545
C -0.4659 2.5407 -0.5391
H 1.3665 1.7464 -1.4410
C 0.7805 -1.3454 4.2771
H -2.0107 -3.5168 2.0268
C -2.1012 1.3378 0.9927
C -0.2710 3.2510 -3.8374
H 4.4497 -1.4748 -3.8776
H -0.8019 -1.5905 -1.2333
H -1.0798 1.3323 -5.5749
H 2.8084 -2.0083 4.4033
C 4.0783 -0.4463 -3.8977
Br 3.6314 -0.0386 0.8418
C 1.5840 1.1975 -4.0471
H -0.6167 2.7319 1.5983
H 2.0038 -2.6200 -3.7528
H -2.2639 1.0289 -4.2996
H -2.2221 0.8128 -1.9864
H 2.0028 -1.8382 5.9703
C -1.4231 -0.8653 3.8583
C -2.7533 -0.2588 3.9742
C 1.3817 -1.7153 -3.9224
C -1.2382 0.8047 -4.6304
H 2.1713 -2.5044 2.0935
```

Results
spin multiplicity	5
charge	+2
HOMO-LUMO gap (alpha / beta)	8.170 / 4.618	eV
highest occupied orbital energy (alpha / beta)	-12.77 / -13.78	eV
expectation value of S²	6.01
E	-116362.78647	eV
M	654.51	g/mol

Here are the natural (NBO) charges for atoms 1 to 2, given in e: 0.298 0.247

---

(5)
Computed, not measured: a structure of composition ClF3Li3 at a distorted geometry, with the ωB97M-V functional and the def2-TZVPD basis.

The geometry in XYZ format:
```
7
ClF3Li3 the ωB97M-V functional and the def2-TZVPD basis
Cl -12.3861 1.9142 -19.8407
F -11.1927 4.8452 -17.9245
Li -9.9889 5.0039 -21.8369
F -11.4965 5.4320 -20.6920
Li -10.8236 3.8384 -19.5427
F -9.1298 3.5898 -20.7587
Li -12.5965 5.8581 -18.7860
```

Results
charge	-1
HOMO-LUMO gap	5.951	eV
highest occupied orbital energy	-3.98	eV
E	-21298.94891	eV
M	113.27	g/mol
relative energy (zero: lowest compared OMol25 entry of this formula, charge and spin)	0.0	kJ/mol

Here are the natural (NBO) charges for atoms 1 to 2, given in e: -0.964 -0.962